{
  "formula": "C15H52N10O16",
  "method": "ωB97M-V/def2-TZVPD",
  "homo_lumo_gap_ev": 8.56,
  "homo_energy_ev": -9.16,
  "total_charge": 0,
  "lumo_ev": -0.60,
  "elements": ["O", "O", "N", "O", "H", "H", "H", "H", "H", "O", "N", "H", "O", "H", "H", "H", "H", "C", "H", "C", "O", "N", "O", "C", "N", "O", "N", "O", "C", "C", "H", "H", "H", "H", "H", "N", "H", "H", "H", "H", "H", "H", "C", "H", "H", "H", "H", "H", "H", "H", "C", "C", "C", "H", "O", "H", "H", "H", "N", "C", "H", "O", "C", "H", "H", "H", "N", "H", "H", "O", "H", "O", "C", "C", "H", "H", "H", "O", "H", "H", "N", "H", "O", "H", "C", "H", "N", "H", "O", "H", "C", "H", "H"],
  "positions_angstrom": [[0.722, 1.264, 0.208], [2.379, -0.810, -3.287], [-3.305, -3.776, -2.097], [0.517, -0.742, 6.117], [4.585, -1.458, 0.272], [-1.507, 4.399, 2.149], [3.596, -4.346, -2.646], [-1.334, 7.020, 1.667], [-3.267, 6.100, 2.083], [1.185, 2.946, -1.909], [-6.426, -1.187, -0.519], [-3.778, -0.032, -1.944], [2.221, -4.209, -0.481], [4.489, -0.051, 1.844], [1.823, -3.222, -3.177], [0.598, -5.172, -2.142], [-1.439, 6.648, -0.010], [0.989, -4.228, -0.362], [-4.344, -4.653, 0.740], [-5.703, -0.224, -1.185], [-2.891, 1.947, 1.568], [-4.468, -0.625, -1.521], [3.630, -4.204, -3.605], [-0.964, -0.508, -0.402], [0.190, -4.814, -1.298], [-1.282, 3.952, 0.234], [3.434, 2.676, 0.898], [-6.170, 0.881, -1.434], [0.539, -1.356, 4.825], [3.223, -1.622, 1.777], [0.137, -0.947, 2.812], [1.697, 3.947, 3.168], [-1.406, 0.132, -1.174], [-0.890, -1.523, -0.799], [-0.041, 5.055, 1.442], [2.012, 3.213, 2.552], [1.238, -1.013, 6.687], [3.500, -2.824, 0.104], [0.463, 1.443, 1.122], [4.206, -1.604, -4.070], [1.204, 1.097, 4.451], [-4.001, -4.327, -2.556], [0.837, 2.579, -3.220], [-4.170, -1.572, -1.365], [1.350, 3.167, -5.175], [0.831, 2.338, -1.237], [0.970, -0.156, -1.138], [2.826, 0.041, -3.326], [-0.764, -4.502, -1.324], [1.216, 1.583, -3.497], [-3.265, -3.844, -0.735], [-1.115, 4.910, 1.261], [0.186, -0.376, 3.739], [-2.484, 1.191, 1.106], [0.534, 4.770, -4.138], [-4.747, -5.277, -0.804], [-2.697, -3.116, -2.551], [-3.729, 1.609, 1.892], [3.771, -1.960, 0.566], [3.353, -1.824, -3.413], [-2.238, -1.370, 0.605], [3.716, 4.648, 2.075], [0.463, -0.069, -0.168], [-0.175, -2.182, 4.874], [2.399, 3.942, -3.961], [1.500, -1.808, 4.568], [3.850, -0.605, 2.378], [0.328, 4.937, -3.210], [-0.642, -3.523, 0.736], [-1.782, -0.531, 0.787], [-0.785, 0.097, 3.910], [-2.691, -3.034, 0.012], [3.162, 3.575, 1.898], [1.379, 3.625, -4.185], [-5.943, -2.013, -0.227], [4.188, 2.883, 0.267], [3.548, -0.281, 3.281], [1.175, 0.646, 3.596], [2.880, 1.861, 0.718], [0.934, -3.320, 1.427], [-4.099, -4.771, -0.230], [3.952, -2.004, -2.508], [2.304, -2.308, 2.250], [1.816, 2.247, 2.777], [-1.729, 6.272, 0.970], [1.088, -0.750, 0.423], [0.348, -3.673, 0.672], [-7.335, -0.905, -0.202], [-3.150, 6.298, 1.149], [-1.582, 3.135, 0.643], [2.714, -3.149, -3.811], [2.377, -3.121, -4.848], [-0.235, 2.450, -3.412]],
  "forces_ev_per_angstrom": [[-0.4710, 0.3139, 0.4795], [0.2355, -0.0664, -0.1089], [0.8892, 0.1915, 0.8907], [-0.0645, 0.7105, -0.1913], [0.1622, -0.1820, -0.2547], [-0.2037, 0.8249, 0.3778], [0.1782, -0.2763, -0.1228], [0.4397, -0.2170, 0.0991], [-0.2800, -0.0263, -0.0475], [-0.0620, 0.0645, -0.0906], [0.2905, 0.2521, -0.5013], [-0.4100, 0.4248, -0.0060], [-0.2876, -0.3270, -0.0882], [0.1296, 0.2725, 0.1656], [-0.0513, -0.3364, -0.0373], [0.1408, 0.1661, 0.0115], [-0.4188, -0.3452, -0.2488], [0.9510, 0.2384, -0.4717], [0.1220, -0.1708, -0.0388], [-1.3566, 1.2844, 0.1238], [0.3554, -0.1438, -0.1277], [1.5172, -0.7844, -0.4117], [-0.4307, 0.0193, 0.2922], [0.5454, 0.4421, 0.3968], [-0.5513, -0.1207, -0.1974], [0.1614, 0.2817, -0.6651], [1.4964, 0.1254, 0.0770], [0.3928, -0.7059, 0.1284], [0.1718, -0.5638, 0.5258], [-0.0754, -2.3047, -0.9880], [0.0845, 0.2407, -0.0977], [-0.0491, -0.3714, 0.2622], [-0.1125, 0.1115, 0.1096], [-0.0147, 0.0260, -0.0760], [0.0198, 0.0925, -0.0861], [-0.2327, 0.4447, 0.7365], [0.1288, -0.2306, -0.2521], [-0.2889, 0.1343, 0.2040], [-0.0812, -0.0330, -0.0596], [-0.5757, 0.4077, -0.6985], [0.0165, -0.0475, -0.0043], [0.1768, 0.0881, -0.6563], [0.6140, -0.6715, -0.4122], [-0.0590, 0.1107, 0.1129], [-0.0970, 0.4286, -0.2186], [-0.0502, 0.3232, -0.1052], [-0.2870, -0.0113, -0.1734], [-0.0972, 0.0611, 0.0153], [-0.0892, -0.2502, -0.1600], [0.4382, 0.0290, 0.1193], [-1.0877, 1.2383, 0.2141], [0.4986, -0.5657, 0.1416], [-0.3380, -0.2019, 0.0705], [-0.2981, -0.1229, 0.3341], [0.0458, 0.0404, -0.4277], [0.0317, -0.1393, -0.0482], [-0.2270, -0.1216, -0.3390], [-0.0425, 0.0967, -0.0524], [-0.1669, 0.4819, 0.1252], [1.3594, -0.5953, 0.0344], [-0.4976, 0.2376, 0.7785], [0.1960, -0.6185, -0.1311], [1.2990, -0.5863, -0.8189], [-0.2069, 0.0244, -0.4095], [0.1473, -0.3680, 0.1565], [0.1217, 0.1716, 0.1792], [-0.0036, 0.6099, 0.7080], [0.0938, -0.0319, 0.0261], [-0.1660, -0.2805, -0.2292], [0.5500, -0.5127, -1.1175], [-0.0574, -0.0919, 0.0575], [0.3001, -0.9070, -0.9031], [-0.8779, 0.1290, -1.0672], [-0.8456, -0.1313, 0.5691], [-0.4275, -0.1687, 0.4080], [-0.0405, 0.0687, 0.0704], [-0.2145, 0.0916, -0.1981], [0.0595, -0.1311, 0.2507], [-0.4208, 0.1533, -0.0424], [0.1094, 0.1984, -0.2779], [-0.2924, -0.4752, 0.8363], [-0.7263, 0.0390, 0.6025], [0.3187, 0.9909, 0.3839], [-0.0638, 0.2184, -0.0580], [-0.2644, 0.0010, 0.8732], [-0.6935, -0.1531, 0.4761], [0.1488, 0.3852, 1.0557], [0.0324, -0.2822, 0.1883], [0.2983, -0.0877, -0.4523], [-0.3550, 0.2020, -0.0483], [-0.2580, 0.9355, 0.3067], [0.2054, -0.1805, -0.0583], [-0.2042, 0.5155, 0.3028]]
}